No. 1
DFT (ωB97M-V/def2-TZVPD) results for a cluster of 4 separate species, C35H78BFNO10S2 in total.

Properties
LUMO energy   0.084 Ha
Electronic energy   -3108.457810 Eh
Energy relative to the best compared isomer or geometry (same formula, charge and spin)   31.9 kJ/mol
E_HOMO   -4.980 eV

The geometry in ORCA input format:
```
! wB97M-V def2-TZVPD RIJCOSX def2/J DEFGRID3
* xyz -1 1
S 3.0246 -3.4837 0.2992
S 3.7491 -2.6219 -2.4627
F -0.0538 1.9760 3.2956
O -2.4345 -5.8602 -5.1738
O -3.1209 7.4692 -3.2267
O -1.9417 -0.9653 6.0508
O -3.2113 1.8512 6.2815
O -3.9357 -4.4195 -2.8916
O -5.0098 -1.3839 6.3393
O -2.0667 4.5541 -3.2157
O 4.3883 2.5196 0.4080
O -5.1211 4.4932 -2.6374
O -0.4180 -5.2376 -2.9083
N 5.4535 -3.1973 -0.4248
C -2.4198 -0.0684 5.0527
C -3.1165 -6.3664 -4.0388
C 1.4030 -2.9098 -0.2403
C -2.7634 -1.1340 7.1885
C -2.5523 5.3658 -4.2659
C -4.0637 3.7585 -2.0364
C 5.9384 -1.9061 0.0757
C -4.9888 -3.5024 -2.7210
C 1.7507 0.4969 3.3438
C -1.5883 -4.7391 -4.9451
C 5.2029 3.4242 1.1021
C 0.7390 -5.7772 -2.3098
C -4.3266 -5.5518 -3.6412
C 7.2640 -2.0081 0.8175
C -2.2141 6.8310 -4.1094
C 6.5387 3.6643 0.3771
C 1.8648 1.8655 -1.3366
C -5.9989 -2.2731 5.8851
C 4.3214 1.2314 1.0106
C -2.8852 3.1139 6.8050
C 4.1477 -3.0771 -0.9454
C 0.8085 -0.3861 -0.3704
C 0.9086 -1.6625 0.5039
C -2.7916 4.5715 -1.9978
C 0.6897 1.0720 2.4404
C 7.1461 -3.1263 -2.3605
C -0.2652 -5.0888 -4.3059
C 6.3781 -3.9296 -1.3043
C -6.2302 3.6754 -2.9122
C 3.3613 0.3231 0.2733
C 0.5101 2.1278 -2.0098
C 1.1823 1.7958 1.2264
C -3.9360 -2.0631 6.9648
C -2.2038 1.3860 5.3860
C -2.6751 8.7500 -2.8562
B 1.8211 0.8716 0.0004
H 2.2795 2.8399 -1.0671
H 7.7599 -1.0390 0.7726
H 5.9800 -1.1556 -0.7189
H -2.2675 7.3226 -5.0926
H 6.6981 2.8265 -0.2964
H 0.1179 -6.0197 -4.7454
H 3.3954 -0.6357 0.8093
H -1.2125 1.5098 5.8358
H 7.1071 -2.2285 1.8704
H 2.3339 1.3253 3.7492
H 5.8118 -4.7278 -1.7731
H -4.3520 3.4921 -1.0100
H 7.1013 -4.4191 -0.6513
H -5.8411 -3.9660 -2.2081
H 1.6126 -5.1425 -2.5012
H 8.1603 -2.8933 -2.0437
H -3.6103 -2.9062 6.3421
H 7.9435 -2.7388 0.3908
H -3.7048 3.4263 7.4511
H 4.6541 4.3605 1.2142
H 4.0514 1.3418 2.0653
H 0.2967 2.2844 0.8045
H 0.6082 2.9099 -2.7692
H 0.9314 -6.7954 -2.6717
H -4.2788 -2.4538 7.9351
H 7.3617 3.6992 1.0889
H -5.6016 -2.9500 5.1190
H -4.8644 -5.2399 -4.5466
H 0.5658 -5.8178 -1.2365
H -6.8001 -1.6797 5.4488
H 1.8513 2.5994 1.5522
H -3.4707 -0.2609 4.8245
H 1.3082 -0.0267 4.1914
H -0.0772 -1.9097 0.9032
H -6.4080 -2.8705 6.7103
H -5.9751 2.8904 -3.6349
H 6.6247 -2.2148 -2.6336
H -1.9623 3.0719 7.3968
H -2.0391 5.0057 -5.1604
H -2.4401 -6.4814 -3.1888
H -2.5431 9.3957 -3.7340
H -6.6149 3.2042 -1.9989
H 1.0093 -0.6828 -1.4043
H 2.4271 -0.1592 2.8060
H -4.6140 -2.6820 -2.1131
H -2.7579 3.8558 6.0074
H -3.4666 -7.3581 -4.3350
H 1.3715 -2.8121 -1.3208
H -0.2282 -0.0418 -0.3274
H -3.4317 9.1875 -2.2075
H -2.9950 5.5933 -1.6684
H 1.5448 -1.4849 1.3707
H -1.3839 -4.3311 -5.9367
H -2.1250 4.1051 -1.2706
H 0.7533 -3.7458 0.0212
H -1.8288 -0.2888 4.1627
H -2.2388 1.9749 4.4636
H -3.8808 2.8356 -2.6003
H -1.7266 8.6962 -2.3088
H 3.8172 0.1252 -0.7048
H -0.2563 2.4714 -1.3122
H -2.1183 -1.5983 7.9385
H 7.2209 -3.7145 -3.2744
H -5.3265 -3.1045 -3.6857
H 5.1862 -1.5417 0.7765
H -3.6275 5.2330 -4.4137
H -2.1003 -3.9731 -4.3597
H 0.4548 -4.2830 -4.5069
H -3.1064 -0.1728 7.5800
H 5.4129 3.0597 2.1119
H 5.3401 0.8024 0.9942
H -1.1899 6.9203 -3.7265
H 6.5180 4.5918 -0.1881
H -0.0499 0.3176 2.1668
H 2.5234 1.4411 -2.1036
H 0.1296 1.2510 -2.5352
H -7.0090 4.3064 -3.3375
H -4.9976 -6.1754 -3.0310
*
```

=====

No. 2
DFT (ωB97M-V/def2-TZVPD) results for a cluster of 4 separate species, C35H79Br2ClIN5O3P in total.

Properties
LUMO energy   -0.141 Ha
Electronic energy   -8127.442369 Eh
Energy relative to the best compared isomer or geometry (same formula, charge and spin)   0.0 kJ/mol
E_HOMO   -9.588 eV

The geometry in ORCA input format:
```
! wB97M-V def2-TZVPD RIJCOSX def2/J DEFGRID3
* xyz 1 1
I -5.2056 5.1681 -1.9579
Br 1.7142 -0.1393 -4.2555
Br -3.2653 -1.9478 -1.0072
Cl -5.2269 -0.1587 -3.0015
P -3.3388 -0.4026 -3.6811
O 0.5130 0.8956 -1.4248
O -3.2445 -1.9901 -3.9531
O -1.3386 -0.2044 0.5548
N -1.8481 -3.8737 3.3552
N -0.0370 -1.5227 -1.6867
N -2.4052 -0.5661 -2.0161
N 5.3388 3.2553 -4.6774
N 0.1606 0.7004 6.6800
C -1.3060 3.0218 -1.5818
C 0.2732 1.1385 -3.8633
C 0.4796 0.8341 9.2187
C -0.7321 -4.6743 3.8375
C -0.1687 -2.9869 -1.6471
C 3.0916 3.0562 -5.8875
C -2.3568 -4.8501 1.0254
C 4.4772 2.4882 -5.5563
C -0.8269 0.1075 -6.0430
C -2.3136 0.7262 0.2135
C -2.0080 -0.4545 7.4018
C -0.8392 -6.1986 3.7330
C -3.0954 -4.0121 5.4948
C 0.2858 -5.0972 -2.9650
C 5.7828 4.5202 -5.2445
C -0.9107 -0.7146 -2.4820
C -0.3641 -3.7144 -2.9810
C -1.6216 1.6525 -2.1785
C -2.5292 0.7815 -1.3062
C -3.1362 -4.1329 3.9802
C 1.6487 1.7716 -1.4374
C -1.9191 -3.6830 1.9243
C 6.9154 5.1605 -4.4586
C 0.9181 -0.5193 6.4527
C 4.9480 3.2945 -3.2786
C 3.8371 4.2773 -2.8821
C 0.6220 1.4643 7.8296
C -0.8077 -0.0107 1.8527
C 2.1801 1.8001 -0.0205
C -2.5554 3.8560 -1.2664
C -0.5971 1.3094 -5.1228
C -3.4774 4.0378 -2.4605
C -1.2825 0.5800 6.5324
C -0.3818 0.7759 -2.5009
C 0.6333 -1.1442 5.0971
H -3.8786 3.1020 -2.8440
H -0.9713 -1.0696 -3.5199
H -2.5368 -4.4202 0.0380
H -0.5528 0.8303 9.5657
H 1.6743 2.5465 0.5922
H -1.7171 0.2817 -6.6494
H -0.7033 3.5805 -2.3051
H -0.3039 0.9600 1.9299
H -1.7050 1.5720 6.7114
H 6.1313 4.3010 -6.2574
H -0.6970 2.9118 -0.6851
H 7.7446 4.4617 -4.3421
H 2.0487 0.8202 0.4384
H 1.9762 -0.2490 6.5091
H -0.1138 2.0889 -5.7135
H 5.8327 3.5287 -2.6834
H -3.1202 3.4277 -0.4334
H 3.8284 4.4119 -1.7979
H -0.9447 -3.2562 -0.9458
H -2.2273 4.8394 -0.9272
H -0.5675 -4.4055 4.8831
H 0.8059 2.0727 -3.7168
H -1.4303 -3.8287 -3.1900
H 3.1343 4.1042 -6.1863
H -3.2734 0.4839 0.6919
H -0.9687 -0.8342 -5.5091
H 0.0609 -3.1063 -3.7885
H 1.3533 2.7747 -1.7552
H 0.7981 -0.4170 4.2985
H 0.8487 -0.1923 9.2366
H 0.8768 -1.3300 -2.0892
H 4.6640 2.2753 -2.9972
H 2.6508 2.4947 -6.7145
H 0.1754 -5.5622 -1.9824
H 2.4066 1.4071 -2.1335
H 4.9672 5.2530 -5.3548
H -3.5555 -5.1153 3.7112
H -2.6063 -2.8451 1.7506
H 1.3541 -5.0380 -3.1780
H -3.5673 -2.2516 -4.8334
H -0.0845 -0.8041 2.0235
H 7.2783 6.0417 -4.9880
H 4.3521 1.4959 -5.1130
H -0.9346 -3.3359 1.5918
H -0.6739 -6.5615 2.7190
H 1.0653 1.4055 9.9406
H 2.4142 2.9735 -5.0352
H 2.8488 3.9329 -3.1844
H -2.0408 1.7389 0.5310
H 1.2996 -1.9929 4.9330
H -3.0082 -0.6354 7.0026
H 6.5985 5.4861 -3.4671
H 3.2448 2.0355 -0.0172
H 0.0111 -0.0326 -6.7228
H 0.1597 -4.3293 3.3062
H -2.1925 1.8430 -3.0892
H -1.8158 -6.5559 4.0642
H 3.9961 5.2589 -3.3304
H -1.5594 1.7280 -4.8261
H -0.1714 -5.7688 -3.6911
H 0.1013 2.4257 7.8152
H -4.1033 -4.1059 5.9001
H -1.5829 -5.6099 0.9208
H -2.1207 -0.1276 8.4338
H 0.7605 -3.3244 -1.1822
H -3.5666 1.0914 -1.4456
H 0.7570 -1.2811 7.2320
H -0.3890 -1.5189 5.0180
H 5.0233 2.3362 -6.4915
H -1.4954 0.3528 5.4843
H -2.6921 -3.0429 5.7930
H -2.9844 4.5637 -3.2766
H -2.4876 -4.7925 5.9533
H -3.8312 -3.3864 3.5825
H -3.2705 -5.3319 1.3731
H -1.5876 -0.0712 2.6210
H -1.4804 -1.4102 7.4094
H 1.6788 1.6884 7.6565
H -0.0882 -6.6636 4.3732
*
```